[1]
A 6-piece molecular cluster, C18H30Cl6O9 overall in a non-equilibrium geometry, computed with the ωB97M-V functional and the def2-TZVPD basis.

Properties
HOMO	-0.3584	Eh
maximum force	0.0214	hartree/bohr
M	603.1	g mol⁻¹
SMILES	C[C@H]1COC(=O)O1.C[C@H]1COC(=O)O1.C[C@H]1COC(=O)O1.ClCCCl.ClCCCl.ClCCCl
LUMO level	0.008	hartree

Cartesian coordinates (Å):
C  0.73  1.00  -1.49
C  0.96  -0.08  -0.44
C  2.30  -0.80  -0.51
O  2.64  -0.98  0.86
C  1.97  -0.07  1.60
O  2.20  0.17  2.75
O  1.03  0.54  0.86
H  1.42  1.82  -1.30
H  -0.29  1.37  -1.43
H  0.89  0.61  -2.49
H  0.13  -0.78  -0.45
H  3.04  -0.18  -1.02
H  2.24  -1.78  -0.98
C  -2.99  0.16  -5.94
C  -2.95  -0.48  -4.56
C  -1.54  -0.91  -4.10
O  -1.42  -0.37  -2.78
C  -2.40  0.55  -2.58
O  -2.47  1.25  -1.63
O  -3.27  0.57  -3.61
H  -3.98  0.57  -6.10
H  -2.76  -0.49  -6.78
H  -2.28  0.98  -5.93
H  -3.69  -1.26  -4.42
H  -0.74  -0.52  -4.73
H  -1.47  -2.00  -4.07
C  2.85  -3.89  2.69
C  1.87  -3.77  3.82
C  2.54  -3.72  5.21
O  1.75  -2.78  5.92
C  0.98  -2.09  5.04
O  0.19  -1.26  5.35
O  1.18  -2.53  3.79
H  3.52  -3.03  2.66
H  2.34  -3.89  1.72
H  3.42  -4.81  2.78
H  1.18  -4.62  3.79
H  3.56  -3.34  5.12
H  2.59  -4.69  5.68
Cl  0.45  3.38  5.46
C  0.08  1.69  5.02
C  -0.66  1.62  3.72
Cl  -2.35  2.23  3.89
H  -0.44  1.17  5.81
H  1.04  1.20  4.93
H  -0.73  0.59  3.38
H  -0.20  2.27  2.99
Cl  -1.24  -1.63  1.69
C  -2.47  -0.53  0.99
C  -3.74  -0.57  1.80
Cl  -4.86  0.61  1.07
H  -2.62  -0.81  -0.04
H  -2.04  0.48  0.97
H  -3.58  -0.32  2.84
H  -4.21  -1.54  1.70
Cl  0.76  2.53  -4.74
C  1.96  3.82  -4.78
C  1.34  5.16  -4.99
Cl  0.26  5.62  -3.63
H  2.65  3.64  -5.61
H  2.54  3.80  -3.87
H  0.70  5.20  -5.87
H  2.10  5.94  -5.06

[2]
A 2-piece molecular cluster, C18H30ClN2O6P overall in a non-equilibrium geometry, computed with the ωB97M-V functional and the def2-TZVPD basis.

Properties
HOMO	-0.3514	Eh
maximum force	0.0648	hartree/bohr
M	436.9	g mol⁻¹
SMILES	COCCCCCCCCCCOC(=O)NP(O)Cl.O=[N+]([O-])c1ccccc1
LUMO level	-0.015	hartree

Cartesian coordinates (Å):
C  8.40  -1.49  0.06
O  7.07  -1.29  -0.37
C  6.21  -0.86  0.67
C  6.13  0.66  0.68
C  4.87  1.22  1.33
C  3.59  0.96  0.49
C  2.78  2.24  0.38
C  1.50  2.15  -0.45
C  0.62  0.91  -0.20
C  -0.78  1.22  0.39
C  -0.90  0.87  1.87
C  -0.75  -0.59  2.24
O  -1.92  -1.38  1.94
C  -1.72  -2.27  0.92
O  -1.38  -3.35  1.13
N  -1.96  -1.74  -0.38
P  -2.53  -2.86  -1.56
O  -3.55  -3.76  -0.66
Cl  -0.81  -4.00  -2.01
H  8.64  -0.94  0.97
H  9.06  -1.14  -0.72
H  8.58  -2.56  0.20
H  5.22  -1.30  0.56
H  6.59  -1.20  1.64
H  6.29  1.05  -0.32
H  6.98  1.03  1.26
H  4.98  2.30  1.38
H  4.75  0.88  2.35
H  3.82  0.51  -0.47
H  3.03  0.22  1.06
H  3.43  2.96  -0.13
H  2.61  2.65  1.37
H  1.68  2.24  -1.52
H  0.90  3.01  -0.18
H  1.10  0.14  0.40
H  0.44  0.45  -1.17
H  -1.55  0.75  -0.21
H  -0.97  2.29  0.30
H  -1.91  1.14  2.17
H  -0.21  1.47  2.46
H  -0.58  -0.64  3.30
H  0.11  -1.09  1.77
H  -1.15  -1.25  -0.74
H  -3.88  -4.45  -1.26
O  -8.90  2.19  -0.49
N  -8.45  1.81  -1.55
O  -8.87  2.14  -2.65
C  -7.30  0.89  -1.52
C  -6.81  0.47  -0.29
C  -5.75  -0.42  -0.26
C  -5.18  -0.87  -1.45
C  -5.68  -0.43  -2.67
C  -6.75  0.45  -2.71
H  -7.25  0.82  0.63
H  -5.35  -0.76  0.69
H  -4.35  -1.57  -1.42
H  -5.24  -0.79  -3.59
H  -7.14  0.79  -3.66

[3]
C18H30F5NO3 in the gas phase, computed with the ωB97M-V functional and the def2-TZVPD basis.

Properties
HOMO	-0.3221	Eh
maximum force	0.0173	hartree/bohr
M	403.4	g mol⁻¹
SMILES	COCCCCC[C@@H]1CO[C@@H](CCCC(F)(F)C(F)(F)F)[C@H]1N(C)C(C)=O
LUMO level	0.020	hartree

Cartesian coordinates (Å):
C  -1.36  6.58  -1.27
O  -0.43  5.85  -2.03
C  -0.79  4.49  -2.19
C  0.12  3.85  -3.22
C  0.59  2.44  -2.82
C  1.84  2.44  -1.91
C  1.64  1.81  -0.53
C  1.82  0.29  -0.47
C  1.55  -0.51  -1.74
O  1.54  -1.85  -1.27
C  0.64  -1.80  -0.16
C  0.66  -3.13  0.56
C  -0.36  -4.12  0.00
C  -1.83  -3.76  0.28
C  -2.32  -4.29  1.60
F  -1.42  -4.09  2.60
F  -2.49  -5.64  1.52
C  -3.67  -3.70  2.08
F  -3.74  -2.39  1.77
F  -3.81  -3.81  3.41
F  -4.69  -4.32  1.49
C  0.93  -0.43  0.56
N  1.57  -0.37  1.87
C  2.62  -1.33  2.17
C  0.73  -0.08  2.98
C  -0.61  -0.78  3.09
O  1.09  0.69  3.83
H  -2.39  6.39  -1.61
H  -1.14  7.63  -1.39
H  -1.31  6.32  -0.20
H  -0.71  3.97  -1.22
H  -1.84  4.43  -2.50
H  -0.40  3.79  -4.18
H  0.98  4.51  -3.35
H  -0.23  1.95  -2.28
H  0.77  1.85  -3.72
H  2.18  3.47  -1.78
H  2.65  1.91  -2.42
H  2.36  2.25  0.17
H  0.66  2.08  -0.14
H  2.85  0.06  -0.20
H  2.30  -0.41  -2.52
H  0.57  -0.26  -2.18
H  -0.37  -1.66  -0.59
H  0.53  -3.01  1.64
H  1.65  -3.57  0.42
H  -0.17  -5.11  0.43
H  -0.21  -4.22  -1.07
H  -1.99  -2.68  0.24
H  -2.48  -4.21  -0.47
H  -0.03  0.09  0.63
H  3.40  -0.86  2.77
H  2.27  -2.21  2.71
H  3.06  -1.67  1.23
H  -0.48  -1.87  3.05
H  -1.28  -0.49  2.28
H  -1.07  -0.51  4.03

[4]
C18H30N2O2S in the gas phase, computed with the ωB97M-V functional and the def2-TZVPD basis.

Properties
HOMO	-0.3130	Eh
maximum force	0.0163	hartree/bohr
M	338.5	g mol⁻¹
SMILES	CC(=O)c1cc(CN2CCN(CCC(C)C)[C@H](CCO)C2)cs1
LUMO level	0.001	hartree

Cartesian coordinates (Å):
C  6.77  -1.03  2.73
C  5.30  -0.96  3.03
O  4.85  -0.39  4.00
C  4.42  -1.64  2.08
C  3.05  -1.73  2.17
C  2.46  -2.46  1.11
C  0.98  -2.63  0.92
N  0.32  -1.50  0.29
C  0.70  -1.30  -1.10
C  0.44  0.15  -1.52
N  -0.77  0.72  -0.95
C  -1.99  0.24  -1.56
C  -3.14  1.22  -1.34
C  -4.36  0.94  -2.22
C  -5.37  2.08  -2.09
C  -5.02  -0.39  -1.85
C  -0.78  0.64  0.52
C  -0.74  2.04  1.16
C  0.29  2.98  0.53
O  -0.09  3.41  -0.75
C  0.35  -0.26  1.05
C  3.40  -2.91  0.23
S  5.00  -2.47  0.67
H  6.97  -0.60  1.75
H  7.09  -2.07  2.70
H  7.33  -0.50  3.49
H  2.51  -1.29  2.98
H  0.50  -2.78  1.90
H  0.78  -3.50  0.30
H  0.09  -1.99  -1.70
H  1.76  -1.54  -1.28
H  1.29  0.77  -1.20
H  0.38  0.21  -2.61
H  -2.27  -0.76  -1.18
H  -1.81  0.15  -2.64
H  -2.77  2.23  -1.57
H  -3.45  1.21  -0.30
H  -4.03  0.88  -3.27
H  -4.92  3.02  -2.38
H  -6.23  1.90  -2.73
H  -5.72  2.16  -1.06
H  -4.35  -1.23  -2.03
H  -5.92  -0.54  -2.45
H  -5.32  -0.39  -0.80
H  -1.72  0.16  0.83
H  -1.72  2.51  1.05
H  -0.53  1.93  2.23
H  0.38  3.89  1.14
H  1.28  2.50  0.50
H  -0.39  2.62  -1.22
H  0.14  -0.50  2.10
H  1.32  0.25  1.01
H  3.25  -3.50  -0.65

[5]
C18H30N5OReS as an isolated structure in a non-equilibrium geometry, computed with the ωB97M-V functional and the def2-TZVPD basis.

Properties
HOMO (alpha / beta)	-0.3634 / -0.3625	Eh
maximum force	0.0979	hartree/bohr
M	550.7	g mol⁻¹
spin multiplicity	2
⟨S²⟩	0.786
LUMO level (alpha / beta)	-0.118 / -0.107	hartree
total charge	+1

Cartesian coordinates (Å):
Re  0.65  -0.50  -0.48
C  4.42  -1.81  -1.09
C  3.74  -0.58  -0.46
C  4.54  0.71  -0.70
O  2.46  -0.48  -0.96
H  5.34  -2.04  -0.56
H  4.65  -1.63  -2.13
H  3.76  -2.66  -1.02
H  3.69  -0.75  0.64
H  4.71  0.85  -1.76
H  5.49  0.67  -0.18
H  3.97  1.56  -0.33
C  1.72  -3.43  4.17
N  1.04  -3.05  2.96
C  -0.28  -3.26  2.68
C  -0.51  -2.76  1.44
N  0.66  -2.23  0.96
C  1.57  -2.42  1.90
H  1.02  -3.96  4.81
H  2.10  -2.55  4.69
H  2.56  -4.09  3.93
H  -0.95  -3.74  3.36
H  -1.42  -2.76  0.87
H  2.60  -2.12  1.84
N  -0.42  0.79  0.24
C  -0.66  1.55  1.31
C  -1.00  2.92  1.19
C  -1.21  3.69  2.31
C  -1.11  3.13  3.58
C  -0.85  1.77  3.72
C  -0.64  0.99  2.61
H  -1.05  3.34  0.20
H  -1.47  4.73  2.20
H  -1.25  3.75  4.45
H  -0.81  1.33  4.70
H  -0.44  -0.07  2.70
C  -0.56  0.12  -4.37
N  -1.51  0.78  -3.51
C  -1.51  2.23  -3.62
C  -1.99  0.12  -2.45
S  -1.20  -1.35  -1.96
N  -3.10  0.49  -1.81
C  -3.48  -0.14  -0.57
C  -4.09  1.37  -2.39
H  -0.54  0.63  -5.33
H  -0.86  -0.92  -4.53
H  0.45  0.13  -3.94
H  -0.47  2.57  -3.71
H  -1.94  2.69  -2.74
H  -2.05  2.56  -4.51
H  -2.59  -0.33  0.04
H  -3.99  -1.09  -0.75
H  -4.15  0.52  -0.03
H  -3.93  1.47  -3.46
H  -4.08  2.35  -1.92
H  -5.07  0.92  -2.24

[6]
C18H30NO5P2Sm as an isolated structure in a non-equilibrium geometry, computed with the ωB97M-V functional and the def2-TZVPD basis.

Properties
HOMO (alpha / beta)	-0.2255 / -0.2200	Eh
maximum force	0.0776	hartree/bohr
M	552.7	g mol⁻¹
spin multiplicity	6
⟨S²⟩	8.800
LUMO level (alpha / beta)	0.001 / 0.002	hartree

Cartesian coordinates (Å):
C  -2.79  0.25  -3.20
C  -1.90  0.57  -2.18
N  -1.54  -0.34  -1.23
C  -1.88  -1.65  -1.44
C  -2.70  -2.02  -2.50
C  -3.20  -1.07  -3.36
C  -1.33  1.97  -2.22
P  0.46  2.04  -1.63
Sm  -0.18  0.37  0.71
P  -0.70  -2.35  1.05
C  -1.30  -2.80  -0.66
O  -2.94  3.49  -0.10
O  -0.77  2.41  1.64
H  -3.10  1.06  -3.87
H  -2.90  -3.08  -2.64
H  -3.90  -1.33  -4.16
C  1.33  2.17  -3.23
C  0.36  3.89  -1.38
H  -2.04  -3.61  -0.58
H  -0.42  -3.21  -1.22
H  -1.96  2.66  -1.60
H  -1.35  2.31  -3.27
C  0.44  -3.74  1.27
C  -2.14  -2.93  2.03
H  -1.39  1.81  2.10
H  -0.01  2.48  2.31
H  -2.43  3.35  0.72
H  -3.76  2.94  -0.03
H  1.13  0.44  -0.75
H  -1.65  -0.04  2.10
H  1.03  3.04  -3.81
H  2.41  2.22  -2.99
H  1.11  1.27  -3.81
H  0.19  4.41  -2.33
H  -0.44  4.19  -0.69
H  1.33  4.19  -0.96
H  -2.28  -4.01  1.90
H  -1.90  -2.68  3.07
H  -3.04  -2.39  1.71
H  -0.12  -4.65  1.46
H  1.05  -3.87  0.37
H  1.06  -3.48  2.13
O  3.99  -1.27  2.19
C  4.23  -0.44  3.22
C  5.34  -0.69  4.02
C  5.67  0.21  5.04
C  4.94  1.39  5.29
C  3.81  1.62  4.49
C  3.45  0.70  3.49
C  2.24  0.93  2.71
O  1.62  2.00  2.95
O  1.84  0.05  1.82
H  3.08  -1.03  1.91
H  5.94  -1.56  3.74
H  6.56  -0.03  5.64
H  5.22  2.06  6.13
H  3.17  2.50  4.68

[7]
A 2-piece molecular cluster, C18H31BF8NO6 overall in a non-equilibrium geometry, computed with the ωB97M-V functional and the def2-TZVPD basis.

Properties
HOMO	-0.1414	Eh
maximum force	0.0718	hartree/bohr
M	520.2	g mol⁻¹
LUMO level	0.065	hartree
total charge	-1

Cartesian coordinates (Å):
C  4.95  -0.13  1.12
C  5.11  0.69  -0.23
C  6.57  0.29  -0.76
C  5.08  2.24  0.02
N  4.33  3.06  -0.90
C  2.89  2.97  -1.00
O  2.57  1.80  -1.80
C  1.32  1.83  -2.45
C  0.58  0.41  -2.51
C  1.39  -0.74  -1.80
C  -0.93  0.49  -2.06
C  -1.17  1.09  -0.63
C  -0.71  0.11  0.55
C  -2.75  1.31  -0.40
B  2.08  2.79  0.39
O  2.33  1.72  1.31
O  1.02  3.60  0.80
C  2.53  4.34  -1.75
O  2.18  5.35  -1.12
O  2.69  4.42  -3.02
H  3.90  -0.41  1.34
H  5.52  -1.09  1.04
H  5.44  0.47  1.92
H  4.41  0.30  -1.00
H  7.07  1.13  -1.29
H  6.57  -0.65  -1.35
H  7.17  0.09  0.17
H  6.15  2.57  -0.06
H  4.87  2.39  1.12
H  4.71  3.97  -1.10
H  1.50  2.12  -3.51
H  0.56  2.56  -2.07
H  0.54  0.11  -3.59
H  0.67  -1.54  -1.47
H  1.93  -0.42  -0.89
H  2.04  -1.20  -2.57
H  -1.58  1.02  -2.79
H  -1.30  -0.57  -2.02
H  -0.71  2.08  -0.45
H  -1.13  -0.91  0.46
H  0.40  0.01  0.60
H  -1.03  0.62  1.50
H  -2.92  1.39  0.71
H  -3.05  2.27  -0.88
H  -3.35  0.44  -0.74
H  2.36  0.93  0.75
H  0.64  3.23  1.61
C  -6.21  -4.30  1.76
C  -5.78  -3.79  3.15
C  -5.98  -2.30  3.41
F  -5.27  -1.53  2.57
F  -5.57  -1.99  4.66
F  -4.50  -4.15  3.37
F  -6.53  -4.47  4.07
O  -5.19  -4.46  0.78
C  -4.82  -3.34  0.03
C  -3.37  -2.92  0.28
F  -3.16  -2.62  1.57
F  -3.07  -1.82  -0.44
F  -5.69  -2.34  0.24
F  -4.96  -3.70  -1.26
H  -6.58  -5.32  1.92
H  -7.07  -3.76  1.37
H  -7.04  -2.02  3.33
H  -2.68  -3.72  -0.01

[8]
C18H31Cl2HgN4O3S as an isolated structure in a non-equilibrium geometry, computed with the ωB97M-V functional and the def2-TZVPD basis.

Properties
HOMO	-0.1379	Eh
maximum force	0.0411	hartree/bohr
M	655.0	g mol⁻¹
LUMO level	0.086	hartree
total charge	-1

Cartesian coordinates (Å):
O  1.92  0.96  -0.84
C  1.62  1.54  -1.98
C  1.56  3.09  -1.87
C  1.19  3.72  -0.68
H  0.95  3.12  0.21
C  1.09  5.12  -0.64
H  0.77  5.60  0.29
C  1.40  5.88  -1.77
H  1.33  6.97  -1.73
C  1.80  5.24  -2.95
H  2.03  5.82  -3.83
C  1.89  3.85  -2.99
H  2.19  3.34  -3.90
H  2.38  1.33  -2.77
C  0.39  -0.42  -3.22
C  0.28  0.96  -2.65
H  0.01  -0.43  -4.26
H  -0.19  -1.16  -2.66
H  1.44  -0.73  -3.21
C  -0.79  1.76  -2.84
C  -2.01  1.40  -3.62
H  -0.78  2.76  -2.41
H  -2.07  2.07  -4.49
H  -2.94  1.53  -3.05
H  -1.99  0.37  -3.99
Hg  -0.83  0.27  0.02
Cl  -0.69  2.14  1.54
Cl  -2.40  -0.99  -1.22
C  -2.60  -1.27  2.34
O  -1.38  -1.50  2.29
N  -3.52  -2.11  2.84
C  -3.17  -3.43  3.36
C  -4.92  -1.72  2.93
H  -3.04  -0.32  1.96
H  -2.12  -3.63  3.14
H  -3.81  -4.19  2.89
H  -3.36  -3.47  4.44
H  -5.04  -0.72  2.49
H  -5.25  -1.70  3.98
H  -5.56  -2.43  2.39
H  1.99  -4.99  -0.40
H  4.38  -3.87  -0.02
C  1.90  -4.21  -1.16
C  4.06  -3.09  -0.74
N  2.60  -2.99  -0.76
H  0.84  -3.97  -1.33
C  1.94  -1.91  -0.29
O  0.70  -1.85  -0.22
H  4.49  -2.13  -0.44
H  2.58  -1.07  0.04
H  2.34  -4.60  -2.09
H  4.44  -3.37  -1.73
N  0.29  -1.12  4.96
C  0.63  -0.08  4.15
N  0.02  1.08  4.48
S  1.75  -0.24  2.92
H  -0.61  -1.05  5.44
H  0.58  -2.03  4.65
H  -0.08  1.79  3.74
H  -0.62  1.10  5.26

- Which of these has the lowest M?
  C18H30N2O2S